DFT (ωB97M-V/def2-TZVPD) results for C3H10N2S in the gas phase in a non-equilibrium geometry.

```
16
C3H10N2S ωB97M-V/def2-TZVPD
N -1.88293 1.10616 -0.89273
C -1.09500 -0.15023 -0.84942
C 0.36337 0.08650 -0.28280
N 1.38941 -0.91024 -0.86547
C 0.35484 0.10483 1.31951
S 1.77652 0.58845 2.32628
H -1.57757 1.65889 -0.00652
H -2.81728 0.70764 -0.64193
H -1.38423 -0.86690 0.01385
H -0.93627 -0.41080 -1.85141
H 0.81138 1.03199 -0.58121
H 1.36495 -1.95548 -0.71214
H 1.48728 -0.83064 -1.88311
H -0.55694 0.79395 1.70113
H 0.04874 -0.86948 1.60445
H 2.65372 -0.08465 1.60151
```

Results
**Total energy**: -627.93699 Eh
**HOMO level**: -9.045 eV
**Relative energy (zero: lowest compared OMol25 entry of this formula, charge and spin)**: 36.2 kcal per mole
**Frontier orbital gap**: 9.974 eV